[1]
C42H41Cl5N6O9S4Sc | ωB97M-V/def2-TZVPD

Each line ends with the Mulliken charge.
CARTESIAN COORDINATES (ANGSTROEM)
Sc (-0.0394, -0.0381, 0.1123)  -0.776
Cl (4.6746, 3.4528, 0.7028)  -0.186
Cl (-0.1364, 5.6233, 1.7488)  -0.176
Cl (2.9693, 5.7799, 1.8495)  -0.201
Cl (-1.5296, 3.1745, 0.5118)  -0.252
Cl (3.3286, 0.9486, -0.4514)  -0.267
S (0.7258, -3.5716, -4.7030)  1.141
S (2.8202, 1.2750, 4.3138)  1.225
S (-2.2480, 1.4845, -2.2295)  0.234
S (-2.6622, 0.0984, 2.6023)  0.279
O (-0.1016, -3.1672, -3.5865)  -0.293
O (-1.4795, 0.4702, -1.3831)  1.343
O (1.1447, -0.6314, 1.6286)  1.030
O (0.8985, -2.6574, -5.8049)  -0.676
O (1.4073, 0.8988, -5.5127)  -0.605
O (2.4758, 2.6685, 4.3244)  -0.554
O (3.0987, -0.4250, -5.7382)  -0.708
O (4.0824, 0.8518, 4.8290)  -0.759
O (-1.5407, 0.1775, 1.5869)  0.245
N (2.4271, -1.6220, -3.2474)  0.542
N (0.2800, -3.3347, 1.7145)  -0.040
N (2.5944, 0.6982, 2.7818)  -0.396
N (-0.9179, -2.3921, -0.0351)  1.256
N (1.1205, -0.6750, -1.7464)  1.537
N (2.1658, 0.0412, -5.1141)  1.296
C (-1.8457, -2.5495, -1.0022)  -0.250
C (-1.1522, 2.0592, 3.8191)  0.766
C (-3.9912, 1.0366, -2.0628)  -0.941
C (1.8831, -0.4818, -3.8090)  -0.406
C (-1.3032, -4.9493, -5.8257)  -1.090
C (-2.2994, -4.7916, -0.3904)  -0.703
C (-0.6734, -3.4513, 0.7579)  0.295
C (0.9105, -0.3969, 4.0347)  0.396
C (-1.3566, -4.6732, 0.5949)  -1.237
C (-0.6641, -1.2381, 5.6084)  -1.037
C (-1.8286, 3.1036, 5.8762)  -0.749
C (-2.0549, 2.0415, -4.8497)  -0.673
C (-2.3010, 1.2903, 3.8698)  0.670
C (-0.9181, 2.9733, 4.8378)  -0.969
C (0.1219, -5.1245, -5.3171)  -0.593
C (-0.0613, -0.4900, 6.6145)  -0.569
C (2.9632, 3.3431, 0.6853)  -0.428
C (-1.7413, -0.3004, -4.2952)  -0.208
C (0.8142, 4.3151, 1.1589)  -0.299
C (3.1769, -2.6854, -3.9119)  -1.097
C (-4.2316, 0.3660, 0.3861)  0.824
C (-1.6357, 0.4372, -6.5832)  -0.667
C (1.5914, -0.1049, 2.7329)  -0.073
C (-2.5587, -3.6991, -1.2201)  -1.219
C (1.5021, 0.3358, 5.0459)  -0.194
C (-0.1861, -1.1977, 4.3032)  0.377
C (1.0976, 0.0967, -2.8733)  -1.592
C (0.2272, 3.1648, 0.6354)  1.124
C (1.0403, 0.3154, 6.3435)  -0.834
C (-2.9691, 2.3102, 5.9210)  -0.819
C (-1.5540, -0.5791, -5.6385)  -0.616
C (-3.2075, 1.3844, 4.9187)  -1.070
C (2.3512, -3.9566, -4.0689)  -0.993
C (0.9285, 2.0500, 0.1936)  -1.893
C (2.2032, 4.3926, 1.1997)  0.730
C (-1.8850, 1.7437, -6.1939)  -0.853
C (1.9286, -1.6944, -1.9960)  0.240
C (-4.0111, 0.9808, 1.7689)  -1.132
C (2.3136, 2.2129, 0.1953)  1.380
C (-2.0001, 1.0118, -3.9201)  0.861
C (-4.5485, 1.4124, -0.6915)  -1.124
C (2.2731, -2.7619, -1.0292)  -1.684
H (-3.2848, -3.7476, -2.0180)  0.587
H (-0.0128, 3.5641, 4.8159)  0.552
H (2.8442, -4.6101, -4.7896)  0.682
H (-5.6260, 1.5550, -0.7845)  0.512
H (-1.1247, -5.4976, 1.2558)  0.528
H (-5.0196, -0.3876, 0.4236)  0.552
H (-1.6423, 3.8202, 6.6649)  0.450
H (-3.3196, -0.1527, 0.0924)  -0.971
H (0.8032, -5.4402, -6.1073)  0.434
H (0.6645, -2.4176, 1.9081)  -0.534
H (3.4790, -2.3051, -4.8807)  0.415
H (-0.6687, -1.7655, 3.5187)  0.403
H (0.5779, 1.0336, -2.9419)  1.039
H (-3.6678, 2.4044, 6.7412)  0.449
H (-1.4759, 0.2097, -7.6285)  0.442
H (2.2105, -4.4984, -3.1344)  0.383
H (4.0752, -2.9021, -3.3345)  0.437
H (2.2607, -2.3458, -0.0240)  -0.088
H (-4.1414, 2.3861, -0.4067)  0.349
H (-0.4426, 1.9462, 3.0092)  0.049
H (-1.5206, -1.8553, 5.8471)  0.460
H (-2.0046, -1.6802, -1.6221)  -0.001
H (-4.0914, -0.0260, -2.2972)  0.380
H (-4.0817, 0.7444, 4.9607)  0.489
H (-0.4561, -0.5339, 7.6209)  0.440
H (0.3604, -4.0509, 2.4131)  0.271
H (1.5481, -3.5766, -1.0753)  0.120
H (-1.3373, -4.2264, -6.6395)  0.296
H (-1.3142, -1.5867, -5.9464)  0.413
H (-1.6712, -5.9024, -6.2008)  0.429
H (-4.4674, 1.6080, -2.8628)  0.705
H (3.2699, -3.1588, -1.2174)  0.617
H (-1.6362, -1.0862, -3.5582)  0.180
H (-1.9212, 2.5356, -6.9289)  0.415
H (0.1763, -5.8295, -4.4860)  0.358
H (1.5112, 0.9046, 7.1187)  0.498
H (-1.9616, -4.6162, -5.0251)  0.246
H (-2.8335, -5.7239, -0.5200)  0.461
H (-3.6919, 2.0206, 1.7134)  0.424
H (-2.2152, 3.0634, -4.5275)  0.511
H (-4.8772, 0.9135, 2.4281)  0.727

Computed properties:
- charge = +1
- ΔE to the lowest compared entry with this formula, charge and spin (eV) = 0.011
- gap between HOMO and LUMO (hartree) = 0.29186

---

[2]
C42H41ClO2P2Zn | ωB97M-V/def2-TZVPD

Each line ends with the Mulliken charge.
CARTESIAN COORDINATES (ANGSTROEM)
Zn (-2.7895, 1.8360, 0.8422)  0.273
Cl (-4.0327, 7.1839, 7.6000)  -0.209
P (-0.7574, -3.4454, -2.3740)  0.115
P (0.2628, -0.8871, -3.6979)  0.139
O (-3.3839, 3.6756, 1.8909)  -0.869
O (-1.8234, 2.5555, 3.0582)  -0.693
C (-2.6204, 3.5654, 2.9503)  0.968
C (-3.4836, 6.2558, 6.2506)  0.342
C (-0.2330, -6.6058, -4.9700)  -0.504
C (-1.1544, -6.2876, -2.3467)  -0.337
C (1.6076, 1.6068, -3.6554)  -0.407
C (1.7749, 3.3292, 2.5990)  -0.298
C (0.2721, -4.3783, 1.5441)  -0.713
C (1.1510, 1.3529, 5.2569)  -0.387
C (-3.4615, 5.7970, 3.8786)  -0.470
C (-0.9801, -4.4432, 2.1562)  -0.496
C (2.0428, -0.8533, -8.0260)  -0.470
C (-2.8870, 0.2230, -0.1911)  -0.256
C (2.1219, 0.9140, 2.9313)  0.021
C (0.7100, -0.4891, -7.7628)  -0.513
C (-0.9550, -7.5704, -2.8687)  -0.507
C (-2.0396, -3.8644, 0.0583)  -0.537
C (1.4705, -2.0057, -2.9314)  -0.899
C (-2.5701, 5.1933, 6.4481)  -0.510
C (1.9324, 2.9130, -1.6450)  -0.400
C (1.0302, 4.0365, 3.4553)  -0.503
C (-3.8846, 6.5993, 4.9529)  -0.589
C (-2.2342, 4.3559, 5.3600)  -0.183
C (1.0425, -0.8977, -5.3903)  0.377
C (-2.1424, -4.1867, 1.4146)  -0.648
C (1.6355, 2.7239, 5.6276)  -1.158
C (0.3732, -4.0540, 0.1911)  0.154
C (-0.8148, -5.1653, -3.1095)  0.251
C (-2.7878, 4.5874, 4.0816)  -0.111
C (-0.4216, -5.3237, -4.4513)  -0.484
C (1.1593, 1.9992, -0.9098)  -0.503
C (2.3621, -1.2843, -5.6552)  0.089
C (1.1184, 4.0259, 4.9355)  0.021
C (0.6482, 0.8665, -1.5496)  -0.292
C (1.0238, -3.2352, -2.5728)  -0.904
C (0.8860, 0.6595, -2.9233)  0.237
C (0.2035, -0.5280, -6.4595)  -0.552
C (-0.4689, -7.7349, -4.1722)  -0.485
C (2.1474, 2.7245, -3.0154)  -0.794
C (1.1071, 0.7843, 4.0406)  -0.442
C (-0.7759, -3.8210, -0.5702)  0.446
C (2.8041, 2.2921, 2.8898)  -0.898
C (2.8573, -1.2593, -6.9643)  -0.602
H (-3.6916, 6.1199, 2.8698)  0.388
H (1.1749, -4.6077, 2.1102)  0.405
H (1.8205, 4.8082, 5.2986)  0.343
H (-0.2748, -8.7352, -4.5719)  0.347
H (-2.1124, -0.3980, 0.2798)  -0.435
H (-1.5361, -6.1637, -1.3314)  0.298
H (3.3293, 2.4258, 3.8304)  0.428
H (0.1214, -6.7163, -5.9951)  0.378
H (0.1382, 4.3304, 5.3441)  -0.089
H (1.6627, 0.7915, 1.9313)  -0.079
H (-0.8435, -0.2698, -6.2581)  0.354
H (-1.0612, -4.7167, 3.2087)  0.388
H (2.5145, -1.6842, -2.8351)  0.850
H (0.3267, 0.0297, 3.8487)  0.363
H (2.3557, 3.7732, -1.1313)  0.405
H (1.7730, 1.4686, -4.7213)  0.348
H (0.2208, 4.6967, 3.0806)  0.387
H (3.8877, -1.5558, -7.1552)  0.377
H (2.7306, 2.7803, 5.5701)  0.457
H (0.9397, 2.1623, 0.1524)  0.298
H (-2.1199, 5.0528, 7.4376)  0.397
H (1.7019, 3.5319, 1.5312)  0.343
H (3.5660, 2.3192, 2.0828)  0.389
H (2.4244, -0.8290, -9.0524)  0.358
H (3.0063, -1.6061, -4.8410)  0.281
H (-1.1522, -8.4418, -2.2430)  0.377
H (0.0660, 0.1284, -0.9933)  0.490
H (-0.2378, -4.4377, -5.0634)  0.409
H (-2.5659, 0.3638, -1.2283)  0.289
H (0.0547, -0.1707, -8.5765)  0.361
H (-3.8425, -0.3161, -0.1693)  0.581
H (-4.4984, 7.4866, 4.8319)  0.405
H (1.3501, -3.9902, -0.2740)  0.361
H (0.7670, 0.7867, 6.1408)  0.331
H (2.8786, 0.1101, 3.0907)  0.375
H (1.6432, -4.1243, -2.3976)  0.888
H (-3.1321, -4.2654, 1.8818)  0.420
H (-2.9440, -3.6482, -0.5186)  0.392
H (-1.5551, 3.5051, 5.5224)  0.782
H (1.3352, 2.8183, 6.6884)  0.373
H (2.7355, 3.4513, -3.5772)  0.381

Computed properties:
- gap between HOMO and LUMO (hartree) = 0.29079

---

[3]
C42H41N5O2RuS2 | ωB97M-V/def2-TZVPD

Each line ends with the Mulliken charge.
CARTESIAN COORDINATES (ANGSTROEM)
Ru (1.4883, -0.7015, -0.0203)  -0.800
S (0.0914, 1.0441, -0.6977)  -0.198
S (0.8324, -0.3045, 2.1355)  -0.630
O (3.1382, -1.2797, -3.4831)  -0.651
O (-0.2932, -2.0786, -0.7135)  -0.851
N (-1.2036, 2.8051, 0.7500)  0.335
N (1.3965, -1.4164, -1.9454)  0.520
N (2.8742, -2.2810, 0.6451)  0.882
N (1.2518, -2.5971, -3.8008)  0.208
N (-1.2341, 1.1125, 2.9660)  0.270
C (-0.0635, -5.0319, -1.5861)  0.150
C (-4.2500, 6.6851, -0.2489)  -0.422
C (-1.7547, 3.2844, 2.0289)  -0.463
C (3.3016, 1.1865, -1.4576)  -0.484
C (-1.1729, 0.4804, 4.3072)  -1.236
C (-1.1290, 3.7612, -0.3943)  -0.816
C (3.2093, -3.2056, -0.4734)  -1.430
C (-2.3748, -1.0740, -5.3942)  -0.957
C (-1.5227, 2.9002, 7.2087)  -0.633
C (-0.0660, -4.4482, -2.8451)  -0.093
C (-0.1734, -5.2571, -3.9727)  -0.411
C (0.6995, 3.0941, 6.3062)  -0.765
C (-1.1980, -1.5499, -4.8243)  -0.500
C (2.0616, -1.7132, -3.1562)  -0.417
C (5.5733, -0.0029, -0.3039)  -0.774
C (-0.2334, -7.2171, -2.5834)  -0.524
C (-0.5657, 1.6597, 0.7189)  0.166
C (-3.5092, 4.4538, -0.7475)  -0.087
C (4.5563, 1.6170, -1.8187)  -0.887
C (-1.8197, 1.9221, 6.2675)  -0.315
C (-2.3060, 2.1057, 2.7680)  -0.966
C (-2.2180, 4.7932, -0.3523)  -0.334
C (0.4061, 2.1155, 5.3698)  -0.138
C (-0.1451, -6.4157, -1.4582)  -1.181
C (-1.9480, 6.0831, 0.0871)  -0.041
C (-0.8560, 1.5269, 5.3483)  0.598
C (4.1034, -1.5520, 1.0455)  -0.934
C (-1.2494, -2.3878, -3.7201)  -0.476
C (3.1682, 0.1722, -0.4775)  1.491
C (-0.2672, 3.4875, 7.2246)  -0.451
C (-0.4204, 0.8761, 1.9942)  0.712
C (-0.2491, -6.6330, -3.8448)  -0.931
C (2.3780, -3.1029, 1.7707)  -1.155
C (4.3290, -0.4475, 0.0697)  0.644
C (-3.6004, -1.4283, -4.8578)  -0.509
C (-3.6516, -2.2541, -3.7410)  -0.967
C (0.0289, -2.9441, -3.0738)  3.456
C (-4.5236, 5.3972, -0.6931)  -0.677
C (-2.9630, 7.0295, 0.1363)  -0.723
C (0.3050, -2.1362, -1.8160)  -0.355
C (5.6847, 1.0244, -1.2454)  -0.529
C (-2.4816, -2.7328, -3.1741)  -0.012
H (-1.1954, 3.1819, -1.3096)  0.575
H (1.4939, -2.9660, -4.7052)  0.250
H (-0.1491, -6.8640, -0.4726)  0.456
H (-2.7467, 8.0361, 0.4694)  0.419
H (-4.6073, -2.5392, -3.3201)  0.460
H (-0.3319, -7.2504, -4.7295)  0.429
H (2.3103, -3.7096, -0.8189)  0.327
H (2.2627, -2.4954, 2.6655)  0.451
H (-5.0406, 7.4230, -0.2129)  0.414
H (6.6698, 1.3486, -1.5567)  0.426
H (3.0853, -3.9061, 1.9884)  0.343
H (-0.3028, -8.2917, -2.4813)  0.418
H (-0.0363, 4.2476, 7.9593)  0.406
H (6.4649, -0.4597, 0.1075)  0.491
H (-2.7983, 1.4534, 6.2637)  0.428
H (3.6615, -2.6532, -1.2938)  0.371
H (-5.5242, 5.1327, -1.0092)  0.418
H (-2.3282, -0.4328, -6.2653)  0.454
H (-4.5155, -1.0730, -5.3135)  0.445
H (1.6844, 3.5419, 6.3311)  0.429
H (1.1669, 1.7960, 4.6628)  0.415
H (-0.2446, -1.2639, -5.2497)  0.463
H (-3.7189, 3.4524, -1.1111)  0.468
H (1.4171, -3.5392, 1.5036)  0.180
H (-2.5513, 3.9930, 1.8192)  0.531
H (-0.9398, 6.3565, 0.3805)  0.382
H (3.9365, -1.1323, 2.0404)  0.405
H (-0.0313, -4.4174, -0.6935)  0.534
H (-0.9784, 3.7966, 2.6047)  0.227
H (-0.1417, 4.2286, -0.3598)  0.471
H (-2.6853, 2.4044, 3.7415)  0.459
H (-2.1467, 0.0268, 4.4933)  0.417
H (-2.5216, -3.3881, -2.3112)  0.474
H (-2.2709, 3.1977, 7.9315)  0.406
H (3.9148, -3.9603, -0.1179)  0.434
H (-0.2137, -4.8081, -4.9602)  0.412
H (4.6691, 2.3903, -2.5665)  0.475
H (-3.1112, 1.6344, 2.1999)  0.327
H (-0.4250, -0.3033, 4.2874)  0.495
H (2.4309, 1.6221, -1.9243)  0.486
H (4.9544, -2.2346, 1.1056)  0.418

Computed properties:
- charge = +2
- ΔE to the lowest compared entry with this formula, charge and spin (eV) = 0.452
- gap between HOMO and LUMO (spin up / spin down) (hartree) = 0.17445 / 0.19228